C26H25N3O4S | ωB97M-V/def2-TZVPD

```
59
Properties=species:S:1:pos:R:3:forces:R:3:lowdin_charge:R:1
C 8.41852 1.58106 -0.49492 -0.1 -0.3 0.1 -0.0721
C 7.83201 0.18671 -0.29431 0.4 0.1 -0.5 -0.2681
N 6.51481 0.18467 0.31388 -0.8 0.2 -0.7 -0.2576
C 6.41839 0.73586 1.65415 -0.3 0.1 0.5 -0.2657
C 5.23982 0.13276 2.40640 0.2 0.1 0.1 -0.0724
S 5.26505 0.66279 -0.70247 -0.1 -0.5 0.1 0.6764
O 5.71392 0.54858 -2.06009 0.2 -0.2 0.0 -0.2743
O 4.69636 1.91136 -0.27647 0.0 -0.1 0.3 -0.2773
C 4.05832 -0.63637 -0.43496 0.3 0.4 0.0 -0.2695
C 4.45989 -1.95628 -0.51484 -0.1 -0.1 0.0 -0.0373
C 3.52541 -2.95702 -0.32632 0.1 0.1 0.0 -0.0129
C 2.18911 -2.66740 -0.05801 -0.1 0.2 0.0 -0.1836
C 1.22347 -3.78683 0.14526 -0.1 -0.1 0.1 -0.0343
C 1.79703 -1.32033 0.00592 0.3 0.0 -0.1 -0.0538
C 0.38963 -0.93860 0.30373 -0.1 -0.5 0.3 -0.3962
O -0.43631 -1.66270 0.80037 0.2 0.2 -0.1 0.1240
O 0.17038 0.34279 -0.03522 0.0 0.4 -0.2 0.0739
C -1.05082 0.97019 0.16395 -0.3 0.3 0.2 -0.2032
C -0.99000 2.33122 0.44515 0.2 -0.4 -0.1 0.0064
C -2.16253 3.04549 0.60952 0.0 0.0 0.0 -0.0616
C -3.38554 2.40981 0.50938 -0.1 -0.1 0.0 -0.0244
C -3.44794 1.04541 0.23364 0.5 0.3 0.0 -0.1533
C -4.75719 0.39098 0.14611 -0.7 0.1 -0.1 -0.1961
C -4.92629 -0.99488 0.41968 -0.1 -0.1 0.0 -0.0523
N -6.08103 -1.58973 0.34057 0.1 -0.3 0.1 0.1347
C -7.14996 -0.84040 -0.00981 0.0 0.6 -0.1 -0.2204
C -8.42188 -1.43228 -0.12298 -0.2 0.1 0.0 -0.0175
C -9.50076 -0.66001 -0.45459 0.1 -0.3 0.1 -0.0798
C -9.35581 0.71955 -0.68383 0.1 0.3 0.0 -0.0798
C -8.13310 1.32268 -0.58523 -0.2 0.0 0.0 -0.0153
C -7.00009 0.55403 -0.24931 -0.2 -0.6 0.1 -0.2076
N -5.79182 1.14100 -0.16585 0.5 0.1 0.0 0.1828
C -2.27017 0.32500 0.04440 0.0 -0.1 -0.1 0.0505
C 2.74373 -0.31398 -0.18814 0.0 0.1 0.0 0.0138
H 7.73001 2.17501 -1.09108 0.0 0.1 -0.1 0.0739
H 9.36840 1.51079 -1.01859 0.1 0.1 0.0 0.0767
H 8.58150 2.07925 0.45806 0.0 0.1 0.1 0.0704
H 7.71418 -0.29675 -1.26476 0.3 -0.1 0.1 0.1049
H 8.48929 -0.42559 0.33157 -0.1 0.0 -0.1 0.1218
H 6.30017 1.82524 1.61428 0.2 -0.1 0.1 0.1149
H 7.34964 0.49785 2.17426 0.0 0.0 -0.1 0.1253
H 4.30414 0.48089 1.97979 -0.1 0.0 0.1 0.0590
H 5.28008 0.43550 3.45007 -0.1 0.0 0.1 0.0786
H 5.26927 -0.95295 2.35196 0.0 -0.1 0.0 0.0820
H 5.49451 -2.18049 -0.71922 0.1 -0.1 0.0 0.1199
H 3.83344 -3.99064 -0.38557 0.0 -0.1 0.0 0.1151
H 1.69810 -4.74464 -0.05130 0.0 0.0 0.0 0.0796
H 0.35869 -3.67484 -0.50507 -0.1 -0.1 0.0 0.0908
H 0.84848 -3.77620 1.16707 -0.1 -0.1 0.0 0.0916
H -0.02523 2.80735 0.52238 0.1 0.1 0.0 0.1211
H -2.11794 4.10289 0.82160 0.0 0.1 0.0 0.1072
H -4.30832 2.95217 0.64075 -0.1 0.1 0.0 0.1082
H -4.09327 -1.60849 0.73482 0.2 0.0 0.0 0.1165
H -8.51064 -2.49189 0.05968 0.0 -0.1 0.0 0.1118
H -10.48021 -1.10679 -0.54216 -0.1 -0.1 0.0 0.1024
H -10.22759 1.30292 -0.94174 0.0 0.1 0.0 0.1027
H -8.00051 2.37900 -0.76042 0.0 0.1 0.0 0.1116
H -2.30356 -0.72122 -0.20898 0.0 0.0 0.0 0.1126
H 2.46626 0.72667 -0.13656 -0.1 0.1 0.0 0.1254
```
Positions in Å, forces in eV/Å.

The LUMO energy comes out at -0.31 eV. For the HOMO-LUMO gap, the calculation gives 8.4 eV. The value obtained for the relative energy (zero: lowest compared OMol25 entry of this formula, charge and spin) is 153.27 kJ/mol.

C35H80Cl4N6 | ωB97M-V/def2-TZVPD

```
125
Properties=species:S:1:pos:R:3:forces:R:3:lowdin_charge:R:1
C 0.96285 -5.29182 -4.71731 0.8 -0.6 0.2 -0.1049
C -0.10080 -4.53560 -5.47226 0.2 0.3 0.7 -0.2560
N 0.01601 -3.08848 -5.28906 0.5 -0.5 0.0 -0.1623
C -0.28497 -2.78061 -3.90340 0.5 0.9 1.0 -0.1943
C -0.22121 -1.29306 -3.40319 2.4 -2.3 -3.5 -0.2896
C -0.83450 -2.34028 -6.16173 0.7 0.1 -2.1 -0.2551
C -0.80746 -2.68966 -7.69440 -0.6 0.4 1.2 -0.0561
H 1.95167 -4.92941 -4.99838 0.1 -0.3 -0.3 0.0821
H 0.82405 -6.35813 -4.89569 0.4 -0.1 -0.5 0.0739
H 0.96662 -5.27065 -3.62752 -0.5 0.5 0.1 0.0605
H -0.03672 -4.78930 -6.53038 0.0 0.1 0.1 0.1073
H -1.03280 -4.90956 -5.04846 -0.8 0.0 -0.3 0.1173
H -1.26871 -3.11033 -3.56928 -0.3 -0.6 -0.4 0.0996
H 0.41280 -3.39952 -3.33933 0.1 0.4 0.4 0.1011
H 0.75849 -0.88777 -3.65627 0.2 -0.1 -0.1 0.0594
H -0.96654 -0.61209 -3.81415 2.1 -1.3 -1.4 -0.0112
H -0.24844 -1.30439 -2.31360 -1.1 -0.8 -2.6 -0.1328
H -0.57914 -1.28624 -6.05279 0.2 0.2 -0.1 0.1201
H -1.85123 -2.34982 -5.76894 3.3 -1.3 -2.9 0.0088
H -1.49259 -2.00699 -8.19704 -0.1 0.2 0.1 0.0651
H -1.25267 -3.66975 -7.86564 0.4 -0.1 -0.1 0.0597
H 0.15608 -2.54270 -8.18236 0.1 -0.4 0.2 0.0723
C -4.53832 -2.28549 -0.93673 -1.4 0.2 0.5 -0.0688
C -3.78027 -1.01261 -1.15827 0.3 -0.4 -2.9 -0.2643
N -3.87201 -0.64817 -2.62814 -0.4 0.3 1.0 -0.1438
C -3.72320 0.79401 -2.92685 -2.7 -1.1 0.5 -0.2904
C -4.95064 1.55400 -2.32813 1.4 0.4 -0.6 -0.0545
C -2.90407 -1.42000 -3.38164 -1.9 0.3 0.3 -0.3178
C -3.19279 -1.39012 -4.85908 0.4 -0.7 0.3 -0.0506
H -4.39002 -3.05819 -1.69107 0.0 0.2 -0.1 0.0753
H -5.56635 -1.92421 -0.90977 -0.4 -0.8 -0.3 0.0828
H -4.35890 -2.71877 0.04722 0.1 0.0 -0.1 0.0630
H -4.21656 -0.20682 -0.56797 0.3 -0.1 0.0 0.1051
H -2.76464 -1.24199 -0.83579 -0.6 0.4 -1.7 0.0530
H -2.75897 1.17843 -2.59430 -2.5 1.1 0.1 -0.0821
H -3.68603 0.95393 -4.00442 -0.4 -0.2 -0.1 0.1102
H -4.97427 1.61238 -1.23995 0.2 -0.1 0.0 0.0566
H -4.81523 2.56973 -2.69968 -0.5 0.3 0.1 0.0658
H -5.89812 1.13035 -2.66117 0.2 0.0 -0.2 0.0775
H -2.90156 -2.46462 -3.07042 -0.3 0.1 0.4 0.1122
H -1.93249 -0.97605 -3.16477 -2.3 -1.7 -0.1 -0.0326
H -2.67984 -0.54966 -5.32664 -0.8 0.4 -0.4 0.0954
H -4.16849 -1.70858 -5.22610 -0.4 0.9 0.4 0.1081
H -2.57910 -2.20411 -5.24496 -3.4 0.8 2.2 -0.0014
C 3.77193 -2.55178 2.51073 -0.4 -0.5 0.1 -0.0730
C 3.05306 -1.38174 3.15668 -1.1 -0.2 -0.4 -0.2112
N 1.80262 -0.97770 2.45947 0.1 -1.3 -2.1 -0.1873
C 1.96838 -0.20287 1.22775 2.3 -1.5 0.2 -0.3608
C 2.76519 1.01875 1.45221 0.2 -2.9 2.4 -0.1409
C 0.73811 -1.94288 2.16912 1.2 -1.8 2.0 -0.2648
C 0.39093 -2.77730 3.40333 -0.3 0.0 0.7 -0.0585
H 3.72021 -2.55887 1.42198 0.3 0.4 0.0 0.0719
H 3.21578 -3.44272 2.80229 0.2 -0.3 0.0 0.0600
H 4.79643 -2.65329 2.86878 0.0 0.0 -0.2 0.0752
H 2.77513 -1.66642 4.17148 -0.2 -0.1 0.1 0.1104
H 3.71267 -0.52942 3.31962 -0.2 0.2 -0.4 0.1087
H 2.49199 -0.77760 0.46379 0.5 -0.5 -0.2 0.0971
H 1.01262 -0.00907 0.74087 2.4 -1.6 0.8 -0.0505
H 3.77499 0.66372 1.65798 0.5 0.0 -0.4 0.1151
H 2.81211 1.60386 0.53376 -1.6 -3.0 4.2 -0.0504
H 2.57610 1.55300 2.38329 -0.6 -1.6 -0.9 0.0631
H 0.99865 -2.68670 1.41615 0.4 -0.2 -0.6 0.1009
H -0.14490 -1.42450 1.79538 0.5 -1.5 0.1 0.0407
H -0.43974 -3.44652 3.17915 0.1 -0.2 0.0 0.0785
H 0.10838 -2.22081 4.29697 -0.3 0.5 -0.4 0.0505
H 1.21683 -3.35080 3.82413 0.2 -0.4 -0.6 0.0613
C 3.11028 3.12222 -1.73473 0.3 0.8 -1.2 -0.1356
C 2.96264 2.72435 -0.28362 1.8 4.1 -4.8 -0.3903
N 3.28993 3.86851 0.53303 0.6 -0.1 1.8 -0.0858
C 4.69987 4.27764 0.38512 1.1 0.2 -0.1 -0.2463
C 5.17818 5.47360 1.20772 0.0 0.3 0.3 -0.0938
C 3.10236 3.47746 1.95630 -1.0 1.6 0.3 -0.2059
C 1.61518 3.29693 2.30097 0.9 4.1 -1.4 -0.0999
H 2.69911 2.31796 -2.34481 2.0 2.0 -0.2 -0.1201
H 4.11262 3.37971 -2.07695 0.0 -0.1 0.2 0.0757
H 2.43773 3.92881 -2.02660 0.0 0.5 0.4 0.0961
H 1.93255 2.38158 -0.18604 0.7 1.2 -0.1 0.0083
H 3.62557 1.89005 -0.05428 1.8 1.3 -2.4 0.1194
H 5.04656 4.50063 -0.62393 -1.0 0.1 -0.3 0.1011
H 5.39153 3.46587 0.61037 0.0 -0.7 0.5 0.1181
H 5.19498 5.32935 2.28800 -0.5 -0.1 0.0 0.0597
H 4.64414 6.39033 0.95775 -0.2 -0.1 0.1 0.0779
H 6.22841 5.69793 1.02124 0.1 -0.2 -0.5 0.0715
H 3.59949 2.55704 2.26255 1.0 1.2 -0.2 0.0970
H 3.44052 4.27681 2.61569 0.1 0.1 -0.3 0.1120
H 1.49691 2.79808 3.26288 1.7 5.5 -0.7 0.0084
H 1.16743 4.28760 2.37967 0.0 0.3 0.1 0.1117
H 0.96671 2.80942 1.57300 0.8 0.1 0.4 0.0361
C -2.21785 0.37282 5.82124 0.3 0.3 0.4 -0.0809
C -1.08458 0.12165 4.81633 0.4 0.8 1.0 -0.2258
N -0.36909 1.37261 4.39861 -0.3 0.4 1.7 -0.1126
C 0.62921 1.11645 3.36327 -2.4 -2.2 1.0 -0.2143
C -0.09931 0.77190 2.05318 0.3 1.0 5.4 -0.2672
C 0.35373 1.99302 5.56182 -0.3 -0.6 -0.1 -0.2578
C 0.59010 3.45622 5.40178 -0.4 1.4 0.3 -0.0912
H -2.48197 -0.50962 6.40403 0.0 -0.4 -0.4 0.0701
H -3.11754 0.76230 5.34485 0.0 0.0 -0.1 0.0612
H -1.93470 1.07311 6.60709 0.1 0.3 -0.2 0.0519
H -0.30608 -0.48607 5.27755 0.0 -0.5 0.3 0.0968
H -1.54328 -0.48006 4.03172 0.5 0.5 -0.6 0.0953
H 1.25557 1.99578 3.21317 -2.6 -6.3 1.0 -0.0234
H 1.21859 0.21998 3.55588 -0.1 0.8 1.0 0.1025
H 0.55021 0.96792 1.20006 -0.5 -1.0 6.3 -0.1733
H -0.36070 -0.28541 2.00994 -0.6 2.1 0.5 0.0452
H -1.02106 1.33599 1.91076 2.2 -0.2 1.9 0.0405
H 1.31342 1.55466 5.83553 0.6 -0.8 -0.8 0.1125
H -0.10362 1.89970 6.54682 -1.0 -0.2 -0.3 0.0974
H -0.36325 3.98366 5.36981 -0.2 0.0 -0.1 0.0825
H 1.14329 3.82814 4.53936 0.1 -0.3 0.4 0.0476
H 1.08213 3.81291 6.30665 0.2 0.1 0.0 0.0792
C 0.21354 0.54150 -1.33711 1.4 0.7 -1.3 -1.4244
Cl 0.37010 -1.15250 -0.75951 0.5 -0.6 1.4 0.8777
Cl 1.75497 0.93652 -2.16731 -2.8 -3.0 0.2 0.8219
Cl -1.24245 0.69373 -2.37762 3.2 3.4 3.1 0.8851
Cl 0.07553 1.68411 0.02534 -1.9 3.3 -10.2 0.9517
N -2.41740 1.01325 1.11128 -4.8 -0.4 0.3 -0.0275
C -3.39251 0.62165 2.03616 0.3 2.3 0.3 -0.1054
C -3.54263 -0.71621 2.01024 0.2 -0.9 0.5 -0.0912
C -2.62238 -1.20709 1.08091 1.5 1.0 0.0 -0.1481
C -2.02961 -0.08808 0.46394 0.6 -1.1 1.5 -0.3244
H -2.04354 1.95133 1.12924 -0.8 -0.3 -0.9 0.1298
H -3.78790 1.34913 2.72959 -0.1 0.0 -0.2 0.1137
H -4.20914 -1.29742 2.63022 0.1 0.1 0.0 0.1131
H -2.42004 -2.23807 0.83084 -0.2 0.1 -0.1 0.1207
H -1.31883 0.00303 -0.34409 -1.8 -0.6 1.4 -0.0441
```
Positions in Å, forces in eV/Å.

The LUMO energy comes out at -0.07 eV. For the HOMO-LUMO gap, the calculation gives 7.0 eV. The value obtained for the relative energy (zero: lowest compared OMol25 entry of this formula, charge and spin) is 2858.65 kJ/mol.